a.
C5H13N3 in the gas phase. Source: the OMol25 dataset; level of theory: wB97M-V/def2-TZVPD.

Geometry as XYZ:
```
21
C5H13N3, DFT wB97M-V/def2-TZVPD
C -0.610 1.274 0.866
C 0.455 -0.275 -1.652
C -0.566 -2.314 -0.577
N 0.837 1.213 1.766
C -0.243 -0.850 -0.445
N 1.661 0.126 1.540
N -0.423 2.202 -0.216
C -0.898 -0.111 0.487
H 1.314 2.024 1.398
H -1.336 1.639 1.605
H 1.347 -0.627 2.156
H 1.517 -0.296 0.560
H -0.975 1.988 -1.037
H -0.572 3.160 0.076
H -1.447 -0.648 1.249
H 0.865 0.712 -1.450
H 1.262 -0.940 -1.961
H 0.348 -2.894 -0.723
H -1.091 -2.691 0.301
H -1.207 -2.492 -1.446
H -0.238 -0.200 -2.496
```

Output
Spin multiplicity = 1
Molecular weight = 115.2 g/mol
Structure (SMILES) = CC(C)=C[C@H](N)NN
Kohn-Sham gap = 9.31 eV
HOMO level = -8.50 eV

Löwdin atomic charge list, values in e, 2 entries: C -0.333; C -0.076

b.
C5H13N3 in the gas phase. Source: the OMol25 dataset; level of theory: wB97M-V/def2-TZVPD.

Geometry as XYZ:
```
21
C5H13N3, DFT wB97M-V/def2-TZVPD
C 2.287 -0.204 -0.303
C -0.005 -1.447 -1.547
C 0.338 1.950 0.549
N 0.874 -0.129 -0.654
C 0.006 0.546 0.111
C -1.239 -0.053 0.394
N -2.353 0.744 0.684
N -1.331 -1.298 1.063
H -2.504 1.479 0.004
H -3.181 0.171 0.792
H -1.445 -1.147 2.065
H -0.516 -1.870 0.890
H 2.465 -0.639 0.689
H 2.820 -0.791 -1.054
H -0.589 -2.241 -1.081
H -0.553 -0.886 -2.298
H 0.870 -1.912 -1.999
H 2.751 0.788 -0.326
H 0.517 2.613 -0.305
H 1.245 1.946 1.162
H -0.455 2.381 1.162
```

Output
Spin multiplicity = 1
Molecular weight = 115.2 g/mol
Structure (SMILES) = CC(=C(N)N)N(C)C
Kohn-Sham gap = 6.74 eV
HOMO level = -5.80 eV

Löwdin atomic charge list, values in e, 2 entries: C -0.102; C 0.056

c.
A 2-piece molecular cluster, C5H13N3 overall. Source: the OMol25 dataset; level of theory: wB97M-V/def2-TZVPD.

Geometry as XYZ:
```
21
C5H13N3, DFT wB97M-V/def2-TZVPD
C 2.307 0.236 -2.279
N 2.433 -0.191 -0.890
C 1.905 0.616 0.092
N 2.435 0.669 1.241
H 2.780 -0.491 -2.932
H 1.251 0.291 -2.542
H 2.767 1.214 -2.444
H 3.356 -0.497 -0.629
H 0.953 1.083 -0.157
H 1.949 1.332 1.840
N -0.823 -1.693 0.453
C -1.335 -0.327 0.551
C -3.358 0.520 1.707
C -2.823 -0.259 0.771
H 0.169 -1.677 0.228
H -1.292 -2.165 -0.314
H -1.153 0.234 -0.382
H -0.825 0.212 1.348
H -4.433 0.568 1.833
H -2.761 1.027 2.455
H -3.501 -0.704 0.050
```

Output
Spin multiplicity = 1
Molecular weight = 115.2 g/mol
Structure (SMILES) = [H]/N=C/NC.C=CCN
Kohn-Sham gap = 10.04 eV
HOMO level = -9.17 eV

Löwdin atomic charge list, values in e, 2 entries: C -0.105; N -0.076

Going by the energies, c is most stable and the next is 0.0344 hartree up.

a.
An isolated ion of composition C5H10NO and charge +1. Source: the OMol25 dataset; level of theory: wB97M-V/def2-TZVPD.

Geometry as XYZ:
```
17
C5H10NO, DFT wB97M-V/def2-TZVPD
O 0.547 -0.835 1.531
C 1.518 -0.517 0.888
C 1.685 0.579 -0.130
C 0.435 1.216 -0.771
C -0.560 0.116 -1.147
C -1.660 0.010 -0.366
N -1.909 -1.114 0.583
H 2.530 -1.020 1.152
H 2.295 1.382 0.315
H 2.265 0.018 -0.881
H 0.063 2.052 -0.201
H 0.754 1.761 -1.676
H -0.130 -0.355 -2.025
H -2.134 0.916 -0.008
H -1.869 -2.112 0.339
H -2.740 -0.952 1.149
H -1.093 -1.146 1.247
```

Output
Spin multiplicity = 1
Total charge = +1
Molecular weight = 100.1 g/mol
Structure (SMILES) = [NH3+]/C=C/CCC=O
Kohn-Sham gap = 9.10 eV
HOMO level = -13.53 eV

Löwdin atomic charge list, values in e, 2 entries: O 0.030; C -0.205

b.
An isolated ion of composition C5H10NO and charge +1. Source: the OMol25 dataset; level of theory: wB97M-V/def2-TZVPD.

Geometry as XYZ:
```
17
C5H10NO, DFT wB97M-V/def2-TZVPD
O -1.581 -0.715 -1.676
C -0.616 -1.170 -1.144
C 0.446 -0.124 -0.853
C 0.066 0.634 0.473
C -0.322 -0.332 1.582
C 0.038 -0.323 2.902
N 0.406 0.917 -2.061
H -0.531 -2.274 -0.873
H 1.416 -0.630 -0.656
H -0.694 1.395 0.450
H 0.968 1.319 0.551
H -1.169 -1.014 1.207
H 1.132 -0.320 3.295
H -0.759 -0.391 3.615
H -0.637 0.873 -2.310
H 0.962 0.390 -2.678
H 0.875 1.765 -1.826
```

Output
Spin multiplicity = 1
Total charge = +1
Molecular weight = 100.1 g/mol
Structure (SMILES) = C=CC[C@H]([NH3+])C=O
Kohn-Sham gap = 8.60 eV
HOMO level = -12.67 eV

Löwdin atomic charge list, values in e, 2 entries: O 0.091; C -0.210

Going by the energies, a is most stable and the next is 0.0180 hartree up.

a.
A 2-piece molecular cluster, C5H10NO overall. Source: the OMol25 dataset; level of theory: wB97M-V/def2-TZVPD.

Geometry as XYZ:
```
17
C5H10NO, DFT wB97M-V/def2-TZVPD
C -0.645 0.900 -0.647
C -0.756 1.998 -1.487
C 1.265 -2.094 0.674
C 0.352 -0.164 -0.712
C 0.700 -0.637 0.723
N -2.158 0.420 2.099
O -2.948 1.209 2.326
H -0.001 2.637 -1.015
H -0.523 1.876 -2.672
H -1.704 2.635 -1.265
H 1.216 -2.374 1.683
H 2.233 -1.964 0.276
H 0.809 -2.757 0.052
H 1.212 0.007 -1.278
H -0.185 -1.088 -1.267
H 1.233 0.135 1.096
H -0.100 -0.740 1.413
```

Output
Spin multiplicity = 1
Total charge = +1
Molecular weight = 100.1 g/mol
Kohn-Sham gap (spin up / spin down) = 5.39 / 5.40 eV
HOMO level (spin up / spin down) = -12.68 / -12.68 eV

Löwdin atomic charge list, values in e, 2 entries: C 0.016; C -0.115

b.
An isolated ion of composition C5H10NO and charge +1. Source: the OMol25 dataset; level of theory: wB97M-V/def2-TZVPD.

Geometry as XYZ:
```
17
C5H10NO, DFT wB97M-V/def2-TZVPD
C -1.943 -0.325 1.740
C -1.693 1.033 2.306
C -0.333 -0.757 -1.300
C 1.706 -1.075 0.528
C 0.804 -0.259 -0.379
N -0.871 0.582 1.413
O 0.033 0.754 0.522
H -1.593 -1.097 2.338
H -2.818 -0.609 1.139
H -1.887 1.817 2.977
H -0.775 0.214 -1.705
H -1.055 -1.281 -0.628
H 0.037 -1.450 -2.110
H 2.654 -0.566 0.941
H 1.929 -1.926 -0.042
H 1.141 -1.424 1.355
H 1.469 0.373 -1.034
```

Output
Spin multiplicity = 1
Total charge = +1
Molecular weight = 100.1 g/mol
Structure (SMILES) = CC(C)O[N+]1=CC1
Kohn-Sham gap = 10.57 eV
HOMO level = -15.26 eV

Löwdin atomic charge list, values in e, 2 entries: C 0.016; C 0.221

c.
A 2-piece molecular cluster, C5H10NO overall. Source: the OMol25 dataset; level of theory: wB97M-V/def2-TZVPD.

Geometry as XYZ:
```
17
C5H10NO, DFT wB97M-V/def2-TZVPD
C -0.125 0.132 1.690
C 0.160 -0.795 0.789
C 0.521 2.305 2.475
N 0.627 1.342 1.641
H -0.874 0.149 2.469
H 1.098 -0.699 0.254
H -0.372 -1.721 0.645
H 1.228 3.119 2.381
H -0.282 2.312 3.198
H 1.308 1.436 0.886
O 0.686 0.303 -1.954
C 0.274 -0.691 -2.496
C -1.058 -1.330 -2.221
H 0.897 -1.215 -3.240
H -1.738 -0.779 -1.580
H -0.833 -2.299 -1.757
H -1.516 -1.569 -3.182
```

Output
Spin multiplicity = 1
Total charge = +1
Molecular weight = 100.1 g/mol
Kohn-Sham gap = 7.83 eV
HOMO level = -13.20 eV

Löwdin atomic charge list, values in e, 2 entries: C -0.109; C 0.097

Going by the energies, c is most stable and the next is 0.1458 hartree up.